No. 1
{
  "formula": "C32H34Cl2FN6O5Pd",
  "method": "ωB97M-V/def2-TZVPD",
  "elements": ["Pd", "F", "C", "C", "C", "C", "O", "C", "C", "N", "C", "C", "C", "C", "C", "C", "N", "C", "C", "N", "C", "C", "C", "O", "O", "H", "H", "H", "H", "H", "H", "H", "H", "H", "H", "H", "H", "H", "H", "H", "H", "H", "H", "Cl", "C", "C", "C", "Cl", "C", "C", "C", "C", "N", "C", "C", "O", "H", "H", "H", "H", "C", "N", "C", "C", "C", "N", "C", "C", "O", "H", "H", "H", "H", "H", "H", "H", "H", "H", "H", "H", "H"],
  "positions_angstrom": [[0.728, 2.156, -1.513], [-2.487, -1.579, 3.086], [-1.714, -2.041, 2.090], [-1.141, -1.141, 1.245], [-0.362, -1.568, 0.163], [0.201, -0.573, -0.734], [-0.010, 0.652, -0.448], [0.941, -1.069, -1.824], [1.115, -2.430, -1.934], [0.621, -3.359, -1.113], [0.972, -4.742, -1.470], [0.064, -5.925, -1.391], [1.288, -5.837, -0.505], [-0.164, -2.946, -0.033], [-0.746, -3.846, 0.871], [-1.538, -3.430, 1.928], [-2.107, -4.393, 2.782], [-2.641, -4.029, 4.095], [-2.983, -5.312, 4.863], [-2.104, -6.426, 4.373], [-2.438, -6.793, 2.944], [-2.837, -5.515, 2.202], [1.550, -0.273, -2.945], [2.134, -0.837, -3.844], [1.323, 1.017, -2.981], [-1.318, -0.085, 1.390], [1.704, -2.779, -2.772], [1.602, -4.710, -2.345], [0.088, -6.602, -2.233], [-0.917, -5.810, -0.957], [2.140, -6.456, -0.747], [1.167, -5.660, 0.553], [-0.572, -4.902, 0.777], [-3.550, -3.425, 4.044], [-1.889, -3.457, 4.636], [-4.008, -5.638, 4.697], [-2.830, -5.191, 5.933], [-2.190, -7.245, 4.976], [-1.131, -6.121, 4.417], [-3.243, -7.524, 2.969], [-1.548, -7.256, 2.522], [-3.917, -5.349, 2.273], [-2.607, -5.627, 1.147], [0.096, 1.081, -6.671], [1.112, 2.199, -5.992], [2.203, 2.701, -6.649], [3.006, 3.660, -6.018], [4.273, 4.294, -6.901], [2.836, 4.067, -4.632], [3.704, 4.939, -3.965], [3.504, 5.169, -2.619], [2.498, 4.474, -1.963], [1.671, 3.635, -2.598], [1.796, 3.487, -3.910], [0.718, 2.744, -4.638], [-0.421, 2.740, -4.276], [2.440, 2.386, -7.656], [4.518, 5.419, -4.489], [4.143, 5.841, -2.066], [2.346, 4.570, -0.895], [-2.000, 5.477, -0.226], [-1.041, 5.231, 0.844], [-1.215, 6.049, 2.044], [0.071, 6.102, 2.838], [0.554, 4.690, 3.079], [0.666, 3.967, 1.811], [1.430, 2.732, 1.884], [-0.168, 4.213, 0.772], [-0.137, 3.527, -0.290], [-1.923, 6.515, -0.551], [-3.014, 5.304, 0.138], [-1.806, 4.818, -1.063], [-2.035, 5.646, 2.647], [-1.511, 7.046, 1.717], [-0.096, 6.608, 3.787], [0.827, 6.665, 2.288], [-0.126, 4.155, 3.750], [1.540, 4.690, 3.544], [2.419, 2.946, 2.288], [1.538, 2.281, 0.904], [0.939, 2.010, 2.543]],
  "e_homo_ev": -15.20,
  "energy_ha": -3091.7963,
  "e_lumo_ha": -0.370,
  "charge": 3,
  "orbital_gap_ev": 5.1
}

No. 2
{
  "formula": "C12H26Cl3N3O4P",
  "method": "ωB97M-V/def2-TZVPD",
  "elements": ["C", "C", "Cl", "C", "Cl", "C", "N", "C", "N", "N", "C", "Cl", "H", "H", "H", "H", "H", "H", "H", "H", "H", "H", "H", "O", "P", "O", "C", "C", "O", "C", "C", "O", "C", "C", "H", "H", "H", "H", "H", "H", "H", "H", "H", "H", "H", "H", "H", "H", "H"],
  "positions_angstrom": [[-5.357, -0.361, -3.185], [-5.201, 0.729, -2.128], [-6.410, 2.005, -2.458], [-3.721, 1.277, -1.993], [-3.688, 3.081, -2.008], [-2.777, 0.807, -3.070], [-2.821, 1.537, -4.391], [-1.677, 0.972, -5.015], [-1.565, 0.655, -6.317], [-0.717, 0.763, -4.115], [-1.290, 1.073, -2.777], [-0.553, 0.089, -1.524], [-5.015, -1.324, -2.800], [-4.925, -0.110, -4.152], [-6.426, -0.487, -3.352], [-5.466, 0.309, -1.162], [-3.306, 1.025, -1.019], [-2.825, -0.242, -3.370], [-2.482, 2.492, -4.184], [-1.035, 1.217, -6.965], [-2.029, -0.169, -6.667], [-0.377, -0.203, -4.132], [-1.216, 2.129, -2.510], [4.322, -0.325, 2.231], [3.228, -1.089, 2.874], [2.431, -0.007, 3.812], [2.249, 1.342, 3.392], [1.071, 1.517, 2.451], [3.992, -1.983, 3.982], [5.420, -2.017, 4.062], [5.945, -0.942, 4.991], [2.070, -2.220, 2.827], [0.706, -1.956, 2.533], [0.456, -1.791, 1.045], [3.157, 1.735, 2.933], [2.075, 1.922, 4.299], [1.198, 0.914, 1.549], [0.979, 2.563, 2.155], [0.137, 1.219, 2.930], [5.864, -1.939, 3.071], [5.687, -3.001, 4.451], [5.525, 0.035, 4.753], [7.032, -0.878, 4.929], [5.670, -1.163, 6.024], [0.336, -1.109, 3.110], [0.150, -2.823, 2.893], [1.154, -1.077, 0.601], [-0.567, -1.450, 0.870], [0.590, -2.743, 0.529]],
  "e_homo_ev": -11.95,
  "energy_ha": -2659.7585,
  "e_lumo_ha": -0.202,
  "charge": 1,
  "orbital_gap_ev": 6.5
}

No. 3
{
  "formula": "C5H13N2",
  "method": "ωB97M-V/def2-TZVPD",
  "elements": ["C", "C", "C", "C", "N", "C", "N", "H", "H", "H", "H", "H", "H", "H", "H", "H", "H", "H", "H", "H"],
  "positions_angstrom": [[2.268, -0.016, 1.015], [1.825, 1.105, -0.012], [0.724, 0.693, -0.851], [-0.635, 0.824, -0.426], [-1.683, 0.232, -0.880], [-1.742, -0.603, -2.057], [-1.464, -0.919, 1.935], [2.839, 0.507, 1.771], [2.905, -0.698, 0.439], [2.675, 1.600, -0.472], [1.379, 1.823, 0.708], [0.859, 0.454, -1.905], [-0.883, 1.344, 0.498], [-1.826, -0.862, 0.995], [-0.744, -0.875, -2.420], [-2.341, -0.171, -2.853], [-2.191, -1.541, -1.703], [-1.983, -0.332, 2.570], [1.512, -0.684, 1.421], [-1.492, -1.879, 2.228]],
  "e_homo_ev": -13.44,
  "energy_ha": -307.4426,
  "e_lumo_ha": -0.274,
  "charge": 1,
  "orbital_gap_ev": 6.0
}

No. 4
{
  "formula": "C28H45N7O4RuS2Si2",
  "method": "ωB97M-V/def2-TZVPD",
  "elements": ["Ru", "O", "C", "C", "C", "C", "C", "C", "C", "O", "N", "N", "C", "S", "C", "C", "S", "H", "H", "H", "H", "H", "H", "H", "H", "H", "N", "C", "C", "C", "C", "N", "C", "N", "N", "C", "O", "O", "H", "H", "H", "H", "H", "H", "H", "H", "H", "H", "H", "H", "H", "H", "C", "Si", "C", "C", "C", "C", "C", "C", "C", "C", "N", "Si", "C", "C", "C", "H", "H", "H", "H", "H", "H", "H", "H", "H", "H", "H", "H", "H", "H", "H", "H", "H", "H", "H", "H", "H", "H"],
  "positions_angstrom": [[0.545, 0.453, -0.071], [2.396, -3.451, -1.779], [1.862, -3.371, -3.021], [1.976, -4.495, -3.838], [1.462, -4.474, -5.116], [0.827, -3.333, -5.604], [0.715, -2.223, -4.796], [1.220, -2.218, -3.490], [1.074, -1.003, -2.651], [1.491, -1.019, -1.410], [0.537, 0.035, -3.213], [0.536, 1.177, -2.416], [0.035, 2.155, -3.079], [-0.622, 1.928, -4.687], [-1.362, 3.582, -4.761], [-0.422, 4.557, -4.085], [0.068, 3.813, -2.508], [2.229, -2.583, -1.355], [2.479, -5.366, -3.441], [1.558, -5.351, -5.743], [0.429, -3.316, -6.609], [0.229, -1.328, -5.157], [-2.330, 3.564, -4.261], [-1.506, 3.835, -5.811], [-0.905, 5.508, -3.864], [0.472, 4.732, -4.681], [-0.076, 2.707, 0.461], [-1.490, 2.488, 0.827], [-2.309, 3.730, 1.130], [-3.773, 3.422, 1.487], [-3.997, 2.261, 2.465], [-3.842, 0.923, 1.877], [-4.626, 0.395, 0.937], [-4.172, -0.638, 0.229], [-5.859, 0.865, 0.749], [-2.102, 1.576, -0.252], [-2.992, 1.937, -0.990], [-1.601, 0.365, -0.208], [0.466, 3.007, 1.264], [-0.011, 3.429, -0.250], [-1.445, 1.868, 1.725], [-2.296, 4.400, 0.267], [-1.830, 4.260, 1.960], [-4.318, 3.216, 0.567], [-4.221, 4.313, 1.930], [-4.989, 2.335, 2.916], [-3.297, 2.299, 3.300], [-2.966, 0.440, 2.012], [-3.168, -0.646, 0.029], [-4.762, -1.026, -0.489], [-6.245, 1.570, 1.350], [-6.395, 0.585, -0.053], [4.489, -2.210, 0.415], [3.519, -0.705, 0.938], [3.696, 0.695, -0.320], [4.406, -0.040, 2.460], [1.700, -1.012, 1.409], [1.408, -0.276, 2.663], [1.766, -0.716, 3.945], [1.413, 0.034, 5.043], [0.708, 1.224, 4.859], [0.394, 1.592, 3.572], [0.734, 0.865, 2.497], [0.495, -2.492, 1.329], [1.376, -4.048, 1.873], [-0.445, -2.858, -0.255], [-0.913, -2.081, 2.527], [5.505, -1.893, 0.166], [4.102, -2.764, -0.436], [4.564, -2.900, 1.260], [4.698, 1.112, -0.183], [3.008, 1.541, -0.181], [3.600, 0.355, -1.348], [5.443, 0.154, 2.171], [4.429, -0.743, 3.293], [3.989, 0.902, 2.823], [2.310, -1.644, 4.053], [1.679, -0.295, 6.039], [0.417, 1.844, 5.695], [-0.148, 2.516, 3.387], [2.175, -4.292, 1.169], [0.685, -4.894, 1.899], [1.816, -3.939, 2.866], [0.152, -3.345, -1.019], [-0.953, -2.003, -0.704], [-1.219, -3.569, 0.055], [-0.617, -1.952, 3.567], [-1.648, -2.889, 2.485], [-1.413, -1.162, 2.200]],
  "e_homo_ev": [-9.79, -9.76],
  "energy_ha": -3248.3052,
  "s2": 8.759,
  "multiplicity": 6,
  "e_lumo_ha": [-0.077, -0.142],
  "charge": 1,
  "orbital_gap_ev": [7.7, 5.9]
}

No. 5
{
  "formula": "C17H21BCl2N7O3PtS2",
  "method": "ωB97M-V/def2-TZVPD",
  "elements": ["Pt", "B", "N", "C", "C", "C", "N", "N", "C", "C", "C", "N", "H", "H", "H", "H", "H", "H", "H", "H", "O", "N", "C", "C", "C", "C", "C", "S", "H", "H", "H", "H", "Cl", "C", "Cl", "C", "O", "O", "H", "C", "N", "C", "C", "N", "C", "S", "H", "H", "H", "H", "H", "H", "H", "H"],
  "positions_angstrom": [[1.121, 0.115, -0.359], [-0.415, 0.571, -3.252], [0.138, -0.866, -3.001], [0.025, -1.944, -3.781], [0.590, -3.030, -3.136], [1.040, -2.518, -1.926], [0.745, -1.219, -1.854], [0.745, 1.558, -2.928], [1.245, 2.540, -3.679], [2.190, 3.237, -2.943], [2.209, 2.598, -1.711], [1.326, 1.593, -1.714], [-0.682, 0.675, -4.420], [-1.336, 0.801, -2.514], [-0.443, -1.859, -4.747], [0.678, -4.040, -3.496], [1.557, -2.999, -1.116], [0.888, 2.678, -4.684], [2.780, 4.079, -3.257], [2.802, 2.792, -0.834], [1.151, -1.432, 0.962], [-1.251, -1.010, 1.627], [0.686, -4.163, 1.208], [-0.379, -4.845, 0.839], [-1.737, -4.329, 0.595], [-2.328, -3.111, 0.576], [-2.008, -1.662, 0.740], [-2.936, -0.652, -0.207], [2.394, -2.616, 1.111], [-0.265, -5.928, 0.733], [-2.432, -5.126, 0.350], [-3.369, -3.159, 0.285], [0.090, -1.656, 2.301], [0.094, -0.915, 3.749], [-0.535, 0.644, 4.057], [2.093, -4.431, 1.561], [2.454, -5.514, 1.937], [2.919, -3.407, 1.399], [0.893, -1.270, 4.385], [0.515, 4.132, 3.052], [-0.347, 3.597, 2.025], [-1.772, 3.926, 1.996], [-2.298, 3.052, 0.848], [-1.189, 2.132, 0.635], [-0.113, 2.474, 1.323], [1.377, 1.636, 1.368], [0.470, 5.221, 3.031], [1.539, 3.818, 2.866], [0.211, 3.781, 4.043], [-1.917, 4.991, 1.818], [-2.232, 3.671, 2.956], [-2.487, 3.634, -0.056], [-3.201, 2.505, 1.109], [-1.295, 1.253, 0.130]],
  "e_homo_ev": [-8.22, -8.23],
  "energy_ha": -3130.0622,
  "s2": 0.773,
  "multiplicity": 2,
  "e_lumo_ha": [-0.027, -0.026],
  "charge": 0,
  "orbital_gap_ev": [7.5, 7.5]
}

No. 6
{
  "formula": "C4H6O2",
  "method": "ωB97M-V/def2-TZVPD",
  "elements": ["C", "C", "O", "O", "C", "C", "H", "H", "H", "H", "H", "H"],
  "positions_angstrom": [[0.521, -0.731, -1.227], [1.150, 0.160, -0.313], [-0.758, -0.889, 0.725], [-0.525, -0.394, -1.971], [-0.291, 0.475, 1.003], [-0.645, 1.429, 1.725], [-0.980, 0.344, -1.528], [-1.590, -1.126, 1.159], [0.980, -1.629, -1.618], [1.824, -0.257, 0.429], [1.749, 0.931, -0.783], [-1.433, 1.687, 2.399]],
  "e_homo_ev": [-6.95, -7.92],
  "energy_ha": -306.2496,
  "e_lumo_ha": [-0.030, 0.010],
  "charge": 0,
  "orbital_gap_ev": [6.1, 8.2]
}

Which formula does entry 5 have? C17H21BCl2N7O3PtS2